16
Properties=species:S:1:pos:R:3:forces:R:3:nbo_charge:R:1 method="wB97M-V/def2-TZVPD" e_homo_ev=-12.73 gap_ev=8.2 mol_weight_g_mol=139.6 relative_energy_ev=2.279 total_charge=+1 lumo_ha=-0.1658
C -0.0393 0.4384 0.0952 1.0 0.2 -1.3 0.493
N -0.3897 1.5286 -0.5801 -0.3 0.4 0.3 -0.765
N -0.3426 -2.2138 -0.2854 1.7 -1.1 0.2 -0.558
N 0.8776 1.5862 1.8700 1.4 3.4 4.5 -0.583
N -0.7137 -1.0600 -0.7709 -1.0 3.2 0.1 0.004
N 0.7572 0.5326 1.1591 -1.2 -4.2 -1.3 -0.173
N -0.4979 -0.7423 -2.0672 0.1 -0.3 1.0 -0.644
Cl 0.8025 -1.0024 2.2382 0.0 0.6 -0.6 0.009
H -0.4640 2.5179 -0.1941 0.6 -1.9 -0.7 0.445
H -0.6278 -2.1403 0.7023 0.6 -1.2 -0.7 0.408
H 0.6440 -2.5816 -0.5169 -1.8 0.8 0.8 0.362
H 0.0088 1.7816 2.4201 1.1 0.0 -0.2 0.371
H 1.7430 1.5002 2.5545 -2.3 0.6 -2.0 0.415
H -0.5994 1.3661 -1.5902 0.1 0.5 1.5 0.426
H 0.0710 -1.3441 -2.6162 0.3 -0.2 -0.6 0.396
H -1.2297 -0.1669 -2.4183 -0.5 -0.6 -0.9 0.393